{
  "formula": "C32H33N11OsP",
  "method": "wB97M-V/def2-TZVPD",
  "total_charge": 3,
  "orbital_gap_ev": [6.42, 6.40],
  "species": ["Os", "P", "N", "N", "N", "N", "N", "N", "N", "N", "N", "N", "N", "C", "C", "C", "C", "C", "C", "C", "C", "C", "C", "C", "C", "C", "C", "C", "C", "C", "C", "C", "C", "C", "C", "C", "C", "C", "C", "C", "C", "C", "C", "C", "C", "H", "H", "H", "H", "H", "H", "H", "H", "H", "H", "H", "H", "H", "H", "H", "H", "H", "H", "H", "H", "H", "H", "H", "H", "H", "H", "H", "H", "H", "H", "H", "H", "H"],
  "coordinates": [[-0.07415, 0.18382, 0.11093], [-0.97766, 3.33405, -1.16467], [-1.25272, 0.52701, -1.59381], [1.35296, 0.88544, 2.53137], [-2.06475, 3.75499, 1.40145], [1.70025, 3.73290, -0.32982], [-1.83721, -2.36548, 0.41754], [-2.09211, 1.80417, -3.18247], [1.83775, 0.13842, 1.41552], [0.66101, -1.49800, -0.26866], [-1.60060, -1.12571, 0.94733], [1.15652, 1.60705, -0.66896], [-1.12947, 1.78175, 1.12496], [1.51056, -2.10447, 0.68033], [-2.02020, 3.15896, 2.62901], [-2.75283, -3.02486, 1.15958], [1.82179, 2.06730, 2.49862], [-1.36805, -4.20108, -2.78173], [-2.48674, 2.97940, -3.96911], [-2.39680, -1.04201, 2.01209], [2.95989, 2.28987, 1.53621], [1.66202, 5.19164, -0.35649], [-2.11033, -5.15565, -3.67130], [2.11133, -1.26264, 1.61747], [-2.32270, 0.51538, -3.54160], [-1.94287, -3.72820, -1.60484], [2.87240, 2.96070, 0.10151], [2.61444, 1.57500, -0.48720], [3.24462, -3.11540, 2.63597], [-2.60437, 5.09202, 1.12452], [-1.41965, 1.94746, 2.45588], [-3.13994, -2.20662, 2.18608], [0.77021, 2.86894, -0.72113], [2.98413, -1.74055, 2.56254], [1.76384, -3.47867, 0.74324], [4.14836, -3.66621, 3.69191], [2.61970, -3.96149, 1.71280], [0.01071, -2.41028, -1.15567], [2.97593, 0.91378, 0.83153], [-1.25265, -2.84190, -0.78805], [0.59713, -2.85619, -2.32795], [-1.51670, 2.90525, 0.51400], [-1.44432, 1.79418, -1.99694], [-1.79992, -0.27340, -2.55797], [-0.09375, -3.74591, -3.13191], [3.10201, 1.24968, -1.40526], [1.46438, 2.79013, 3.22114], [-3.85367, -2.41996, 2.96184], [-1.60768, 3.54596, -4.26672], [-3.21263, 5.39582, 1.97105], [-2.52954, -4.62909, -4.53050], [3.80106, 3.45093, -0.17578], [-1.79553, 5.80741, 0.99104], [2.51859, 5.57092, -0.91135], [-2.42603, -0.15688, 2.61363], [-1.44192, -5.92402, -4.05709], [-3.16463, 3.60669, -3.39548], [-2.41550, 3.63280, 3.51158], [0.36385, -4.10033, -4.04673], [3.90353, 0.34776, 0.83125], [4.89415, -2.93722, 4.00346], [1.69089, 5.58668, 0.65858], [0.75327, 5.52626, -0.85200], [1.58823, -2.51387, -2.59764], [-3.04843, -4.02922, 0.90906], [-1.79765, -1.34452, -2.51114], [-2.99990, 2.63034, -4.85971], [-2.92782, -5.64294, -3.14424], [-3.22951, 5.06155, 0.23645], [3.45367, -1.06129, 3.26497], [3.56087, -3.93498, 4.57381], [1.29981, -4.16003, 0.04404], [-2.83229, 0.25632, -4.45379], [4.65366, -4.56746, 3.35029], [2.81543, -5.02495, 1.75766], [-1.14779, 1.22213, 3.20082], [3.83537, 2.60472, 2.10293], [-2.94334, -4.04408, -1.33826]],
  "forces_ev_per_a": [[0.82, -0.23, -0.38], [-0.01, -0.03, 0.02], [-0.41, 0.14, 0.20], [0.00, 0.07, 0.36], [-0.03, 0.02, -0.01], [-0.06, -0.08, 0.02], [0.02, -0.02, -0.02], [0.01, -0.01, 0.00], [-0.94, 0.31, 0.15], [0.09, -0.07, -0.18], [0.06, -0.03, 0.09], [-0.03, 0.00, -0.22], [0.03, 0.04, 0.04], [0.05, -0.03, -0.11], [-0.01, -0.03, 0.00], [0.00, 0.02, -0.02], [0.18, 0.00, -0.10], [-0.01, 0.00, 0.00], [0.00, 0.00, 0.00], [0.00, -0.04, -0.02], [-0.16, -0.04, 0.02], [0.01, 0.00, 0.00], [0.00, 0.00, 0.00], [0.19, 0.06, 0.08], [0.01, -0.01, 0.00], [-0.01, -0.02, -0.01], [0.00, 0.04, 0.06], [0.06, 0.04, -0.02], [-0.01, -0.02, 0.01], [0.01, 0.00, 0.00], [-0.01, 0.02, 0.00], [-0.01, 0.02, 0.03], [0.03, 0.04, -0.02], [-0.11, 0.02, 0.12], [0.04, 0.00, -0.02], [0.00, 0.00, 0.00], [-0.01, 0.01, -0.01], [-0.07, -0.03, 0.05], [0.16, -0.14, -0.17], [0.00, 0.00, 0.03], [-0.01, 0.03, -0.02], [0.00, -0.04, -0.01], [0.06, 0.02, -0.03], [-0.04, 0.03, 0.01], [0.01, 0.01, 0.00], [0.05, 0.00, 0.03], [0.06, -0.03, 0.06], [0.00, 0.00, 0.00], [0.00, 0.00, 0.00], [0.00, 0.00, 0.00], [0.00, 0.00, 0.00], [-0.04, 0.07, 0.01], [0.00, 0.00, 0.00], [0.00, 0.00, -0.01], [0.00, 0.00, 0.01], [0.00, 0.00, 0.00], [0.00, 0.00, 0.00], [0.00, 0.00, 0.00], [0.00, 0.00, 0.00], [-0.06, -0.09, 0.11], [0.00, 0.00, 0.00], [0.01, 0.00, 0.00], [0.00, 0.00, 0.00], [0.00, 0.00, -0.01], [0.00, 0.00, 0.00], [-0.01, 0.00, 0.00], [0.00, 0.00, 0.00], [0.00, 0.00, 0.00], [0.00, 0.00, 0.00], [-0.01, 0.00, 0.01], [0.00, 0.00, 0.00], [0.01, 0.00, -0.01], [0.00, 0.00, 0.00], [0.00, 0.00, 0.00], [0.01, 0.00, 0.01], [0.00, 0.01, 0.01], [0.08, -0.04, -0.11], [0.00, 0.00, 0.00]],
  "mulliken_charge": [1.1542, -0.2804, 0.5342, -0.7161, 0.1430, 0.1511, 0.5501, 0.1108, 0.7113, 1.3178, -0.0925, -0.2539, 0.4451, 0.7802, -0.7702, -0.2491, -0.8052, 0.1967, -0.7909, -0.3131, -0.2531, -0.8269, -1.5841, -0.3609, -0.9144, -0.5299, -0.4397, -0.4284, 0.4531, -0.8030, -1.0478, -1.2797, 0.0126, -0.2516, -1.0009, -1.6548, -1.1664, -0.2601, -0.7057, 0.8095, -0.6110, -0.0919, -0.0033, -0.1416, -0.9788, 0.5219, 0.5209, 0.4811, 0.3464, 0.3396, 0.3198, 0.8187, 0.3181, 0.3515, 0.4765, 0.4231, 0.3277, 0.5351, 0.5069, 0.7262, 0.4084, 0.3266, 0.3494, 0.5991, 0.4913, 0.2309, 0.3355, 0.3805, 0.3637, 0.5321, 0.3223, 0.5561, 0.4502, 0.4218, 0.4717, 0.8983, 0.5292, 0.5550]
}

{
  "formula": "C20H35FeN8Si2",
  "method": "wB97M-V/def2-TZVPD",
  "total_charge": -1,
  "multiplicity": 5,
  "orbital_gap_ev": [6.05, 6.17],
  "species": ["Fe", "Si", "Si", "N", "N", "N", "N", "N", "N", "N", "N", "C", "C", "C", "C", "C", "C", "C", "C", "C", "C", "C", "C", "C", "C", "C", "C", "C", "C", "C", "C", "H", "H", "H", "H", "H", "H", "H", "H", "H", "H", "H", "H", "H", "H", "H", "H", "H", "H", "H", "H", "H", "H", "H", "H", "H", "H", "H", "H", "H", "H", "H", "H", "H", "H", "H"],
  "coordinates": [[0.20870, 0.36289, -0.31443], [-3.35985, 0.01302, 0.11896], [2.40517, -1.94639, -0.25001], [2.11791, 1.22945, -1.30489], [-1.79565, -0.57111, -0.18196], [5.02663, 3.11457, 1.28107], [0.55124, 2.79780, 0.36612], [-0.87315, 1.82944, -1.79066], [0.11561, 0.56689, 1.96432], [0.72429, -1.58539, -0.27699], [6.45713, 1.22432, -2.55914], [-1.64754, -1.95702, -0.32259], [2.98403, -3.65627, 0.27535], [-0.33627, -2.48957, -0.32804], [-0.02635, 1.90951, 2.54294], [3.20583, -1.73952, -1.93529], [-2.71630, -2.85885, -0.43173], [3.24478, 1.46938, -1.15885], [4.83619, 2.52724, 0.30409], [0.87209, 2.86775, 1.77946], [5.61130, 1.49287, -1.82081], [-2.54726, -4.24133, -0.49817], [-4.22848, -0.75559, 1.60475], [-0.54047, 3.61440, -0.12543], [-0.18598, -3.87809, -0.38326], [3.18732, -0.85810, 1.07442], [-3.35889, 1.83618, 0.60739], [-4.54996, -0.05261, -1.33541], [-0.74128, 3.28319, -1.59567], [4.57001, 1.83251, -0.91039], [-1.26742, -4.75577, -0.46291], [-2.48730, 2.06246, 1.22066], [4.28051, -0.91766, 1.07162], [4.24857, -1.40506, -1.86994], [-4.13921, 0.50281, -2.18709], [2.76632, -4.42407, -0.47115], [2.92582, 0.19790, 0.98287], [-1.07167, 2.20681, 2.44516], [2.66102, -1.02300, -2.54597], [-4.24441, 2.01644, 1.22525], [3.20060, -2.70282, -2.45566], [1.36623, 2.96940, -0.20266], [0.81256, -4.28862, -0.37592], [-4.73984, -1.07166, -1.67926], [-5.31146, -0.60378, 1.54498], [-0.88032, 1.57826, -2.77047], [-1.44539, 3.37994, 0.42483], [-4.03850, -1.82572, 1.69517], [0.80710, 3.88264, 2.18916], [0.22794, 1.94910, 3.60516], [-1.09468, -5.82517, -0.50418], [0.97806, 0.12288, 2.26382], [-0.64802, -0.05204, 2.21131], [-3.87660, -0.28097, 2.52803], [1.90661, 2.53382, 1.90050], [-3.40167, 2.54173, -0.23100], [2.54622, -3.97387, 1.22696], [-1.59922, 3.84407, -1.97685], [0.13917, 3.60867, -2.15553], [4.07138, -3.60952, 0.40118], [-0.36225, 4.69132, 0.00024], [-3.72764, -2.47393, -0.46998], [-1.72725, 1.46246, -1.38197], [-3.41130, -4.89093, -0.57604], [2.83528, -1.20987, 2.05213], [-5.51006, 0.40217, -1.06762]],
  "forces_ev_per_a": [[-0.42, 0.17, -0.10], [-0.14, 0.00, 0.25], [-0.16, 0.02, -0.01], [0.09, -0.14, 0.01], [0.05, 0.03, -0.04], [-0.05, -0.03, 0.08], [0.03, 0.05, -0.03], [-0.07, 0.14, 0.32], [0.22, 0.12, 0.16], [0.19, -0.33, 0.12], [0.02, 0.00, -0.02], [-0.50, 0.19, 0.05], [-0.04, -0.26, 0.19], [0.59, 0.03, -0.06], [0.00, -0.21, 0.03], [0.18, 0.07, -0.10], [0.00, -0.01, -0.06], [0.23, 0.25, -0.07], [-0.01, -0.13, -0.51], [0.00, -0.16, -0.11], [-0.35, 0.10, 0.35], [0.00, 0.13, 0.02], [-0.02, -0.20, 0.19], [0.08, -0.08, 0.02], [-0.01, -0.13, -0.10], [0.09, 0.18, 0.06], [-0.01, 0.17, -0.09], [-0.14, -0.02, -0.25], [0.04, -0.16, -0.16], [0.14, -0.05, 0.06], [0.14, 0.10, 0.02], [-0.16, -0.03, -0.02], [-0.07, -0.02, 0.01], [-0.08, -0.04, -0.01], [-0.04, -0.02, 0.05], [0.12, 0.03, 0.05], [0.01, -0.04, 0.06], [0.09, 0.02, 0.07], [0.00, 0.03, -0.05], [0.00, -0.01, -0.07], [-0.01, 0.05, 0.01], [0.14, -0.02, 0.02], [-0.12, -0.02, -0.01], [-0.02, 0.07, -0.01], [0.03, 0.01, 0.03], [0.09, -0.02, -0.01], [0.01, 0.05, 0.05], [-0.03, 0.01, 0.01], [-0.05, 0.04, 0.04], [-0.03, -0.03, 0.08], [0.02, 0.01, -0.01], [-0.02, 0.01, 0.06], [-0.05, 0.00, -0.14], [-0.02, 0.00, -0.05], [0.02, 0.08, -0.02], [0.06, -0.05, 0.09], [0.04, -0.01, -0.05], [-0.06, 0.01, -0.05], [0.00, -0.01, -0.02], [-0.03, 0.00, 0.00], [0.05, 0.05, -0.09], [0.01, -0.04, 0.01], [-0.13, 0.07, -0.14], [-0.01, 0.01, 0.00], [0.06, -0.02, -0.03], [0.03, -0.01, -0.03]],
  "mulliken_spin": [3.7439, 0.0005, 0.0051, 0.0108, 0.0129, 0.0017, 0.0185, 0.0645, 0.0458, 0.0866, 0.0013, 0.0300, 0.0030, 0.0001, -0.0172, 0.0056, -0.0107, -0.0081, 0.0001, 0.0062, -0.0003, 0.0103, 0.0024, -0.0110, 0.0106, 0.0187, 0.0025, 0.0025, 0.0057, -0.0006, -0.0068, 0.0038, -0.0003, 0.0002, 0.0000, 0.0000, -0.0003, -0.0014, -0.0008, 0.0002, -0.0003, 0.0009, -0.0004, -0.0002, 0.0002, 0.0042, -0.0042, 0.0000, 0.0010, 0.0010, -0.0003, -0.0099, -0.0077, -0.0001, -0.0001, -0.0001, -0.0001, 0.0019, -0.0014, -0.0001, 0.0015, -0.0020, -0.0246, 0.0015, 0.0028, 0.0002]
}

In the order shown, the computed ΔE to the lowest compared entry with this formula, charge and spin values come out to 0.000 0.204 eV.